Entry 1:
{"formula": "C5H8N2", "method": "wB97M-V/def2-TZVPD", "relative_energy_kcal_mol": 123.2, "homo_energy_ha": [-0.2946, -0.3280], "orbital_gap_ev": [7.5, 9.3], "elements": ["H", "H", "H", "H", "C", "C", "H", "C", "H", "C", "N", "C", "H", "N", "H"], "coordinates": [[0.231, 1.215, -1.196], [-0.742, 1.435, 0.316], [-1.805, -1.989, 0.596], [-3.050, -0.912, -0.026], [-2.013, -0.940, 0.345], [-0.193, 0.719, -0.312], [-1.220, -0.663, -1.716], [2.191, 0.770, 0.647], [-1.963, -0.367, 1.279], [1.855, -0.360, -0.290], [1.855, -1.012, -1.324], [-1.074, -0.391, -0.677], [2.700, 0.586, 1.592], [0.863, 0.159, 0.561], [2.365, 1.751, 0.204]], "mulliken_charge": [0.429, 0.411, 0.251, 0.333, -1.081, -0.769, 0.474, -0.221, 0.315, 0.362, -0.529, -0.231, 0.236, -0.229, 0.250]}


Entry 2:
{"formula": "C3H5NOS", "method": "wB97M-V/def2-TZVPD", "relative_energy_kcal_mol": 14.7, "homo_energy_ha": -0.3241, "smiles": "NC(=O)CC=S", "orbital_gap_ev": 8.7, "elements": ["O", "S", "H", "C", "C", "H", "H", "N", "C", "H", "H"], "coordinates": [[1.009, 1.519, -0.228], [-3.107, 0.070, -0.350], [2.680, -0.384, -0.815], [-0.491, -0.213, 0.461], [-1.667, 0.628, 0.061], [-0.712, -1.270, 0.262], [-1.360, 1.686, -0.019], [1.776, -0.612, -0.394], [0.818, 0.314, -0.074], [1.508, -1.598, -0.457], [-0.453, -0.139, 1.553]], "mulliken_charge": [-0.608, -0.238, 0.244, -0.369, -0.246, 0.327, 0.301, -0.390, 0.505, 0.209, 0.265]}


Entry 3:
{"formula": "C4H11N2O", "method": "wB97M-V/def2-TZVPD", "relative_energy_kcal_mol": 63.4, "total_charge": 1, "homo_energy_ha": -0.5046, "orbital_gap_ev": 10.2, "elements": ["N", "C", "H", "C", "O", "H", "C", "H", "H", "H", "H", "N", "H", "H", "H", "H", "C", "H"], "coordinates": [[0.331, -1.562, 0.261], [-1.817, 0.344, -0.167], [-1.852, 0.592, -1.202], [1.364, 0.075, -1.364], [-2.372, -0.853, 0.072], [1.737, 1.167, -1.377], [0.896, -0.377, 0.014], [0.362, -1.997, 1.144], [-0.682, 2.009, 0.018], [1.395, 0.076, 1.929], [2.155, -0.513, -1.706], [1.574, 0.235, 0.962], [0.553, -0.055, -2.086], [-1.224, 1.273, 1.614], [-0.513, -1.945, -0.150], [2.012, 1.062, 0.677], [-1.065, 1.213, 0.492], [-2.854, -0.743, 0.870]], "mulliken_charge": [-0.395, -0.160, 0.347, -1.080, -0.441, 0.378, 0.750, 0.210, 0.422, 0.259, 0.363, -0.369, 0.316, 0.283, 0.278, 0.210, -0.701, 0.330]}


Entry 4:
{"formula": "CH3NOS2", "method": "wB97M-V/def2-TZVPD", "relative_energy_kcal_mol": 88.0, "homo_energy_ha": [-0.2959, -0.2794], "orbital_gap_ev": [8.5, 6.8], "elements": ["H", "S", "O", "C", "N", "S", "H", "H"], "coordinates": [[0.775, 1.890, -1.253], [-1.099, 0.471, 1.619], [0.602, -1.278, -1.695], [0.587, -1.425, -0.555], [0.011, 0.892, 0.501], [-0.390, 1.849, -0.783], [-0.359, -0.555, 2.037], [-0.127, -1.844, 0.128]], "mulliken_charge": [0.141, -0.037, -0.271, 0.127, -0.237, -0.013, 0.126, 0.164]}


Entry 5:
{"formula": "C5H14N2", "method": "wB97M-V/def2-TZVPD", "relative_energy_kcal_mol": 64.0, "homo_energy_ha": -0.3152, "smiles": "CNCCCCN", "orbital_gap_ev": 9.7, "elements": ["C", "H", "H", "H", "H", "C", "H", "H", "H", "H", "C", "H", "H", "N", "H", "H", "C", "H", "C", "N", "H"], "coordinates": [[0.480, 0.957, -1.115], [0.451, -1.853, 0.516], [0.380, 1.968, -1.724], [1.331, -0.173, 2.675], [0.021, -0.221, -2.922], [-0.093, 1.501, 0.407], [-0.932, 0.536, 2.381], [-1.085, 1.949, 0.248], [-0.920, -0.322, 0.864], [-0.256, -0.970, -1.051], [-0.383, -0.093, -1.795], [1.493, 0.652, -0.787], [0.946, -2.487, 2.113], [1.077, -0.335, 1.709], [2.106, -2.091, 0.804], [-1.986, 0.639, -2.622], [1.229, -1.698, 1.326], [-2.418, -0.607, -1.699], [-0.257, 0.280, 1.479], [-1.785, 0.212, -1.770], [0.599, 2.157, 0.964]], "mulliken_charge": [-0.632, 0.131, 0.253, 0.247, 0.278, -0.756, 0.329, 0.402, 0.273, -0.049, -0.067, 0.315, 0.333, -0.227, 0.287, 0.211, -0.721, 0.185, -0.688, -0.514, 0.407]}


Entry 6:
{"formula": "C34H43As3N5Re", "method": "wB97M-V/def2-TZVPD", "total_charge": 3, "homo_energy_ha": [-0.5609, -0.5608], "orbital_gap_ev": [6.3, 3.4], "multiplicity": 2, "elements": ["C", "H", "H", "C", "C", "C", "H", "H", "H", "As", "N", "C", "H", "N", "C", "H", "C", "C", "C", "H", "H", "C", "H", "H", "C", "Re", "H", "As", "H", "H", "C", "H", "H", "C", "H", "C", "C", "C", "C", "C", "H", "C", "N", "H", "C", "H", "As", "H", "H", "H", "C", "C", "H", "H", "C", "H", "C", "H", "H", "C", "C", "H", "H", "C", "H", "H", "H", "H", "C", "H", "C", "C", "H", "H", "C", "H", "C", "H", "H", "H", "C", "H", "H", "C", "N", "N"], "coordinates": [[-2.049, -1.473, -1.758], [1.813, 0.867, -4.460], [5.986, -0.560, -3.847], [-1.451, 1.442, 2.063], [1.417, 0.212, -3.685], [0.614, -4.753, -3.319], [-1.455, 1.687, -3.279], [5.263, 3.556, -0.794], [0.927, -5.653, -3.830], [0.794, 1.302, -2.206], [-0.767, -1.355, -1.423], [-1.088, -2.075, 3.516], [-5.007, -0.712, 5.918], [-5.053, 1.252, 8.784], [-3.758, 0.904, 6.573], [2.338, 3.097, -2.932], [-0.105, -2.453, -2.000], [6.616, 0.323, -3.725], [6.599, -0.283, -0.798], [4.552, 3.933, -2.359], [6.443, 1.023, -4.540], [-1.614, 0.325, 2.950], [-2.699, 2.940, 3.019], [1.837, -0.243, 3.144], [-1.980, 1.549, 5.093], [0.090, 0.007, -0.102], [1.688, 3.459, -1.352], [6.245, 1.193, -2.025], [4.066, 1.423, -3.195], [3.763, -1.448, -0.368], [-1.047, -3.208, -2.691], [-0.256, -4.082, 3.149], [6.337, -0.008, 0.223], [-4.479, 1.096, 7.802], [0.453, -3.009, 0.779], [2.249, 0.654, 2.684], [3.527, 2.322, -1.309], [3.500, -1.211, 0.658], [4.320, 3.644, -1.332], [-4.152, -0.093, 5.684], [-0.876, 3.197, -2.554], [1.572, -4.001, -2.614], [-2.257, -2.547, -2.514], [7.669, -0.486, -0.821], [-2.020, 2.673, 2.226], [-1.830, 4.576, 1.043], [2.404, 0.376, 0.782], [-0.196, 2.635, -4.092], [3.881, 0.233, -1.912], [2.179, -0.498, -3.379], [-1.106, -0.922, 2.680], [4.250, 1.244, -2.133], [7.662, 0.023, -3.738], [2.982, 2.761, 0.747], [2.164, 2.670, -1.941], [0.564, -0.332, -4.088], [-2.361, 0.541, 4.201], [4.412, 1.759, 0.587], [4.410, -1.007, 1.222], [1.231, -2.844, -1.947], [-0.068, -2.514, 1.590], [-1.489, -2.131, 4.515], [-1.445, -4.956, -3.913], [-0.445, -3.073, 2.823], [-3.156, -2.826, -2.884], [2.971, -2.042, 1.122], [-0.221, 3.111, -0.483], [2.597, -4.346, -2.601], [-0.582, 2.319, -3.124], [3.742, 4.450, -0.877], [-0.710, -4.373, -3.373], [-0.759, 2.807, 0.394], [-2.835, -0.793, -1.467], [1.977, -2.267, -1.412], [-3.447, -0.282, 4.510], [6.066, -1.184, -1.107], [-2.666, 1.721, 6.280], [1.598, 1.505, 2.873], [3.244, 0.852, 3.084], [-3.763, -1.048, 3.813], [3.412, 1.934, 0.175], [-1.125, 2.177, 4.878], [-2.363, 2.482, 6.986], [-1.569, 3.539, 1.178], [-0.651, 1.475, 0.866], [-0.443, -1.231, 1.485]], "lowdin_spin": [0.000, 0.000, 0.021, 0.000, 0.002, 0.000, 0.000, 0.015, 0.000, 0.000, 0.000, 0.000, 0.000, 0.000, 0.000, 0.000, 0.000, 0.098, 0.097, 0.001, 0.000, 0.000, 0.000, 0.000, 0.000, 0.002, 0.000, 0.591, 0.001, 0.001, 0.000, 0.000, 0.000, 0.000, 0.000, 0.000, 0.005, 0.001, 0.025, 0.000, 0.000, 0.000, 0.000, 0.000, 0.000, 0.000, 0.000, 0.000, 0.014, 0.001, 0.000, 0.104, -0.001, 0.000, 0.003, 0.000, 0.000, 0.000, 0.000, 0.000, 0.000, 0.000, 0.000, 0.000, 0.000, 0.000, 0.000, 0.000, 0.000, 0.001, 0.000, 0.000, 0.000, 0.000, 0.000, 0.019, 0.000, 0.000, 0.000, 0.000, 0.000, 0.000, 0.000, 0.000, 0.000, 0.000]}


Across the entries above, max |F| takes the values 0.0197; 0.0378; 0.1204; 0.0628; 0.0907; 0.0529 Eh/bohr, respectively.